(P)
{
  "formula": "H29O15",
  "method": "ωB97M-V/def2-TZVPD",
  "e_lumo_ev": 2.3,
  "spin_multiplicity": 1,
  "charge": -1,
  "orbital_gap_ev": 8.74,
  "elements": ["O", "H", "H", "O", "H", "H", "O", "H", "H", "O", "H", "H", "O", "H", "H", "O", "H", "H", "O", "H", "H", "O", "H", "H", "O", "H", "H", "O", "H", "O", "H", "H", "O", "H", "H", "O", "H", "H", "O", "H", "H", "O", "H", "H"],
  "positions_angstrom": [[0.8367, -0.8432, 2.5790], [0.6703, 0.0291, 2.2232], [-2.2603, 3.3066, -2.6814], [0.0608, -2.3653, 0.4181], [0.6312, -1.8228, -0.1358], [-2.4979, -1.1314, 3.3380], [-2.2814, 2.6665, -3.3785], [1.9431, -0.0173, 0.4336], [-2.1652, 1.7437, 2.2397], [-2.6424, 0.7925, -1.2332], [-0.9144, -1.8176, -2.0977], [-2.5912, 1.0029, -2.1730], [-1.2991, -5.1946, 0.9296], [-1.9516, -4.5241, 0.7217], [0.8504, 4.6435, -0.0288], [1.3752, -0.0967, -1.0386], [4.3728, -2.1479, -1.7947], [1.9965, 0.6052, -0.8968], [2.6812, 0.1991, 1.1376], [-0.4741, -4.7226, 1.0667], [-0.0912, -1.9244, 1.2333], [0.2064, 2.3478, -0.8610], [0.2955, 1.7456, -1.6139], [1.7355, -1.1119, 2.4098], [-0.6264, -0.9901, -2.4956], [-0.2946, 4.5481, -0.9650], [-1.3905, 2.3577, -3.5422], [4.9336, -1.4765, -2.1955], [-1.9074, 0.2008, -1.0416], [2.5672, 2.7032, 3.5537], [2.6127, 1.7898, 3.2827], [4.3447, -0.7471, -1.9474], [-1.5863, -4.0282, -1.9756], [-1.5845, -4.7076, -1.2932], [-2.4274, -3.5667, -1.9814], [0.5836, 4.9266, -0.9001], [2.8696, 1.1337, 1.2004], [0.9984, 2.0616, -0.4177], [-1.3668, 1.2842, 1.9572], [0.0858, -0.6114, -1.9178], [1.8412, 3.2575, 3.2879], [-3.1820, -0.5201, 3.0705], [-1.2034, 1.8135, 1.1622], [-3.7544, -0.7916, 2.3614]]
}

(Q)
{
  "formula": "H29O15",
  "method": "ωB97M-V/def2-TZVPD",
  "e_lumo_ev": 2.5,
  "spin_multiplicity": 1,
  "charge": -1,
  "orbital_gap_ev": 9.43,
  "elements": ["O", "H", "H", "O", "H", "H", "O", "H", "H", "O", "H", "H", "O", "H", "H", "O", "H", "H", "O", "H", "H", "O", "H", "H", "O", "H", "H", "O", "H", "O", "H", "H", "O", "H", "H", "O", "H", "H", "O", "H", "H", "O", "H", "H"],
  "positions_angstrom": [[4.5662, 1.4233, -0.3427], [3.9444, 1.4106, -1.0951], [0.7826, 2.3680, -3.3002], [-1.9054, -2.5414, -2.4757], [-1.5495, -2.6625, -1.5857], [-1.4324, -1.7361, -2.7028], [0.9327, 2.8942, -4.1008], [1.7108, 3.3894, -3.8339], [-0.2994, -1.4151, 2.2893], [0.3326, -2.2216, -0.1542], [0.6409, -2.9645, -0.6722], [0.3367, -1.4393, -0.7763], [2.3269, 0.3923, 1.1392], [2.0570, -0.3064, 0.5164], [3.1178, -0.0292, 1.4893], [-4.3362, 3.2081, 1.4977], [-3.6215, 2.5729, 1.6393], [-4.8074, 2.9734, 0.7010], [0.2407, -3.9409, 2.3603], [1.0776, -3.5599, 2.0990], [-0.1708, -4.5523, 1.7596], [1.3037, -0.1935, -1.3761], [0.2822, 0.5861, -0.4764], [3.9990, 0.7305, 0.0573], [1.7173, -2.9192, -2.3961], [1.5495, -2.8135, -3.3282], [1.7810, -2.1052, -1.8656], [-4.9447, -2.2260, 0.4420], [-4.0322, -2.4710, 0.5908], [-0.7522, 2.0316, -2.2440], [-0.8882, 1.4233, -1.4982], [-1.5180, 2.5568, -2.4247], [3.0248, 3.3362, 3.4011], [3.5949, 2.6159, 3.1332], [2.1272, 3.0229, 3.2737], [-0.3988, 0.8025, 0.2475], [-0.0127, 1.5296, 0.7494], [1.0768, -0.0293, -2.2947], [-0.1148, -0.6228, 2.8113], [-0.1668, 0.0759, 2.1437], [-4.9639, -1.3666, 0.8481], [-2.5819, 1.0571, 1.9096], [-2.0573, 0.7838, 2.6670], [-1.9691, 0.9318, 1.1779]]
}

Which of them is the most stable, and which is the least stable? (Q) and (P), in that order.